Formula: C38H49FN9OS
Source: the OMol25 dataset
Level of theory: ωB97M-V/def2-TZVPD

Last column: Löwdin charge in e.
Atoms and positions in Å:
O  1.535  -5.918  3.418  0.23
C  0.993  -5.028  2.861  -0.56
F  1.379  -3.784  2.936  0.15
C  -0.241  -5.180  1.989  -0.26
S  -1.645  -4.613  2.978  1.15
H  -0.115  -4.564  1.112  0.12
H  -0.322  -6.212  1.701  0.11
H  -2.518  -5.627  3.174  -0.01
H  -2.286  -3.606  2.349  0.03
N  2.995  -0.995  2.323  0.01
C  2.073  -0.010  2.556  -0.15
C  2.680  1.196  2.323  -0.11
C  4.020  0.931  1.937  -0.10
C  4.184  -0.429  1.947  -0.16
H  2.827  -1.977  2.419  0.11
H  1.070  -0.250  2.868  0.10
H  2.216  2.164  2.425  0.10
H  4.776  1.654  1.685  0.11
H  5.041  -1.041  1.720  0.11
N  5.666  -1.138  -1.240  0.00
C  6.321  -0.901  -2.416  -0.14
C  6.750  -2.105  -2.909  -0.11
C  6.333  -3.110  -1.996  -0.10
C  5.666  -2.482  -0.979  -0.16
H  5.248  -0.436  -0.657  0.12
H  6.428  0.100  -2.798  0.11
H  7.302  -2.253  -3.822  0.08
H  6.506  -4.169  -2.078  0.09
H  5.195  -2.874  -0.093  0.09
N  -0.137  2.435  0.572  0.01
C  -1.262  2.554  1.339  -0.14
C  -2.032  3.549  0.801  -0.13
C  -1.344  4.049  -0.339  -0.11
C  -0.179  3.340  -0.453  -0.13
H  0.609  1.782  0.740  0.11
H  -1.418  1.925  2.199  0.10
H  -2.981  3.883  1.186  0.07
H  -1.666  4.839  -0.997  0.10
H  0.621  3.402  -1.170  0.11
N  -4.961  3.005  -1.058  0.01
C  -6.221  3.534  -1.140  -0.14
C  -7.051  2.569  -1.644  -0.11
C  -6.259  1.410  -1.872  -0.13
C  -4.975  1.713  -1.500  -0.14
H  -4.147  3.489  -0.725  0.10
H  -6.418  4.548  -0.836  0.11
H  -8.107  2.680  -1.828  0.09
H  -6.594  0.464  -2.265  0.09
H  -4.074  1.123  -1.512  0.10
N  5.465  -0.723  5.942  0.00
C  4.803  0.275  5.276  -0.14
C  5.010  1.441  5.961  -0.10
C  5.832  1.138  7.081  -0.11
C  6.097  -0.204  7.041  -0.14
H  5.487  -1.686  5.668  0.14
H  4.247  0.071  4.380  0.07
H  4.619  2.407  5.689  0.09
H  6.189  1.827  7.827  0.09
H  6.678  -0.830  7.695  0.11
N  8.772  -0.675  -6.019  0.00
C  9.636  -0.795  -7.073  -0.14
C  10.909  -0.825  -6.570  -0.11
C  10.809  -0.720  -5.156  -0.11
C  9.479  -0.631  -4.847  -0.15
H  7.774  -0.625  -6.095  0.14
H  9.273  -0.849  -8.085  0.10
H  11.812  -0.912  -7.150  0.09
H  11.621  -0.711  -4.449  0.09
H  8.977  -0.540  -3.899  0.09
N  -6.628  1.787  -5.328  0.01
C  -7.871  1.219  -5.371  -0.15
C  -8.107  0.822  -6.660  -0.11
C  -6.960  1.163  -7.425  -0.11
C  -6.065  1.756  -6.573  -0.14
H  -6.198  2.169  -4.503  0.12
H  -8.478  1.147  -4.485  0.10
H  -9.003  0.342  -7.017  0.09
H  -6.809  0.994  -8.477  0.09
H  -5.082  2.157  -6.747  0.10
N  -4.642  -6.990  2.039  -0.03
C  -5.797  -6.252  1.950  -0.13
C  -5.961  -5.895  0.640  -0.09
C  -4.870  -6.439  -0.095  -0.09
C  -4.075  -7.110  0.793  -0.16
H  -4.279  -7.394  2.882  0.13
H  -6.398  -6.052  2.820  0.11
H  -6.777  -5.315  0.246  0.10
H  -4.697  -6.353  -1.154  0.10
H  -3.164  -7.667  0.650  0.10
N  -5.203  5.580  2.378  0.00
C  -6.119  5.334  3.365  -0.14
C  -5.934  6.267  4.349  -0.11
C  -4.867  7.112  3.938  -0.11
C  -4.438  6.664  2.719  -0.14
H  -5.109  5.049  1.534  0.11
H  -6.819  4.521  3.282  0.10
H  -6.501  6.339  5.261  0.09
H  -4.463  7.952  4.476  0.09
H  -3.659  7.021  2.067  0.10

Output
LUMO energy: -0.183 hartree
Net charge: +1
Molecular weight: 698.94 g/mol
Gap between HOMO and LUMO: 4.31 eV



Formula: C38H50ClN4O3OsPSSi3
Source: the OMol25 dataset
Level of theory: ωB97M-V/def2-TZVPD

Last column: Löwdin charge in e.
Atoms and positions in Å:
Os  0.401  -0.233  -0.188  1.15
N  0.559  5.277  -2.371  0.16
C  1.177  4.292  -1.671  -0.29
C  0.768  2.953  -1.808  -0.02
C  1.407  1.959  -1.094  -0.19
C  2.402  2.273  -0.186  -0.32
C  2.811  3.594  -0.036  -0.04
C  2.223  4.586  -0.783  0.01
S  3.139  1.086  0.843  0.67
O  4.161  0.345  0.192  -0.24
O  3.370  1.710  2.108  -0.24
N  1.757  0.015  1.095  -0.24
C  1.795  -0.388  2.488  -0.50
N  0.790  0.042  3.221  0.12
C  0.828  -0.283  4.517  -0.07
C  1.880  -1.002  5.050  0.01
C  2.884  -1.385  4.171  -0.05
N  2.844  -1.083  2.875  0.16
H  -0.088  5.050  -3.104  0.11
H  0.945  6.204  -2.388  0.12
H  -0.010  2.717  -2.519  0.09
H  1.262  0.908  -1.490  0.04
H  3.581  3.842  0.683  0.14
H  2.553  5.610  -0.666  0.13
H  -0.009  0.050  5.119  0.11
H  1.926  -1.247  6.101  0.12
H  3.744  -1.952  4.507  0.13
C  -0.388  -2.748  1.855  -0.06
O  -0.167  -2.109  0.583  -0.46
Si  -0.237  -3.003  -0.896  0.36
C  -2.031  -3.240  -1.316  -0.13
C  0.433  -4.710  -0.628  -0.14
C  0.764  -1.663  -1.744  -0.55
Si  0.399  -1.317  -3.636  0.41
C  1.010  0.377  -4.169  -0.17
C  1.208  -2.550  -4.786  -0.18
C  -1.420  -1.360  -4.174  -0.20
Si  2.694  -2.222  -1.637  0.47
C  3.158  -2.627  0.133  -0.18
C  3.716  -0.895  -2.454  -0.17
C  3.135  -3.803  -2.540  -0.16
H  0.300  -3.590  1.940  0.10
H  -1.411  -3.115  1.894  0.10
H  -0.205  -2.049  2.659  0.07
H  -2.443  -3.956  -0.597  0.05
H  -2.146  -3.696  -2.301  0.05
H  -2.644  -2.339  -1.275  0.02
H  -0.278  -5.274  -0.016  0.06
H  1.408  -4.759  -0.149  0.04
H  0.493  -5.231  -1.586  0.06
H  2.045  0.603  -3.915  0.03
H  0.374  1.192  -3.817  -0.01
H  0.928  0.387  -5.261  0.06
H  2.284  -2.435  -4.893  0.03
H  0.768  -2.355  -5.769  0.05
H  0.988  -3.590  -4.537  0.05
H  -1.755  -0.348  -4.411  0.02
H  -2.143  -1.797  -3.493  -0.01
H  -1.469  -1.932  -5.104  0.05
H  2.323  -2.630  0.833  0.00
H  3.910  -1.953  0.540  0.02
H  3.580  -3.635  0.136  0.05
H  3.512  0.131  -2.161  0.01
H  3.613  -0.976  -3.539  0.04
H  4.767  -1.085  -2.218  0.06
H  2.661  -4.703  -2.163  0.03
H  4.198  -3.892  -2.280  0.06
H  3.083  -3.808  -3.620  0.02
Cl  -1.376  0.446  -1.766  0.84
C  -2.960  0.377  -1.026  -0.57
C  -4.058  0.219  -1.843  -0.06
C  -5.304  0.200  -1.228  -0.02
C  -5.405  0.348  0.146  -0.03
C  -4.270  0.514  0.928  -0.04
C  -3.003  0.527  0.340  -0.37
P  -1.452  0.815  1.246  1.08
C  -2.015  0.486  2.951  -0.37
C  -1.928  1.491  3.915  -0.08
C  -2.453  1.286  5.184  -0.06
C  -3.061  0.084  5.510  -0.05
C  -3.167  -0.913  4.549  -0.05
C  -2.656  -0.708  3.277  -0.12
C  -1.173  2.606  1.140  -0.36
C  -0.019  3.147  1.707  -0.11
C  0.171  4.520  1.704  -0.06
C  -0.769  5.357  1.118  -0.05
C  -1.904  4.819  0.528  -0.05
C  -2.111  3.447  0.545  -0.06
H  -3.949  0.109  -2.913  0.12
H  -6.193  0.071  -1.831  0.13
H  -6.378  0.340  0.618  0.12
H  -4.375  0.652  1.995  0.12
H  -1.468  2.440  3.689  0.11
H  -2.385  2.079  5.917  0.12
H  -3.469  -0.069  6.501  0.12
H  -3.670  -1.843  4.781  0.12
H  -2.817  -1.468  2.527  0.10
H  0.724  2.507  2.170  0.09
H  1.059  4.933  2.166  0.12
H  -0.618  6.429  1.121  0.12
H  -2.641  5.467  0.072  0.12
H  -3.021  3.049  0.114  0.11

Output
ΔE to the lowest compared entry with this formula, charge and spin: 0.73 kcal per mole
LUMO energy (alpha / beta): -0.262 / -0.262 hartree
Net charge: +2
Molecular weight: 983.83 g/mol
Gap between HOMO and LUMO (alpha / beta): 6.33 / 6.33 eV



Number 1 is which compound? C38H49FN9OS